# 1
Molecular formula: CH6N
Method: DFT, ωB97M-V/def2-TZVPD

Properties
HOMO level = -18.37 eV
relative energy (zero: lowest compared OMol25 entry of this formula, charge and spin) = 141.9 kcal/mol

```
! wB97M-V def2-TZVPD RIJCOSX def2/J DEFGRID3
* xyz 1 1
C 0.245 0.167 -0.873
N -0.308 -0.114 1.584
H 1.199 -0.571 -0.955
H 0.618 1.108 -1.388
H -0.528 -0.189 -1.578
H 0.228 -0.804 0.972
H -1.317 -0.199 1.595
H -0.137 0.602 0.643
*
```



# 2
Molecular formula: CH6N2O
Method: DFT, ωB97M-V/def2-TZVPD

Properties
HOMO level = -9.63 eV
relative energy (zero: lowest compared OMol25 entry of this formula, charge and spin) = 123.9 kcal/mol

```
! wB97M-V def2-TZVPD RIJCOSX def2/J DEFGRID3
* xyz 0 1
O -1.963 -1.774 0.770
H -1.432 -1.121 0.293
N 0.678 1.213 0.381
C 0.928 0.582 -0.826
N 0.749 -0.654 -1.021
H -0.093 0.766 0.865
H 0.810 2.214 0.401
H 1.638 1.159 -1.439
H 1.304 -1.062 -1.766
H -2.618 -1.323 2.344
*
```



# 3
Molecular formula: CH6N2O
Method: DFT, ωB97M-V/def2-TZVPD

Properties
HOMO level (alpha / beta) = -8.16 / -8.16 eV
relative energy (zero: lowest compared OMol25 entry of this formula, charge and spin) = 114.8 kcal/mol

```
! wB97M-V def2-TZVPD RIJCOSX def2/J DEFGRID3
* xyz 0 1
C -0.708 -0.486 0.054
N 1.170 0.946 -0.060
N 0.628 -0.143 0.581
O -1.651 0.564 0.050
H -0.444 -0.614 -1.068
H -1.149 -1.443 0.474
H 2.143 1.100 0.115
H 0.957 1.169 -0.995
H 1.364 -1.559 0.078
H -2.311 0.466 0.772
*
```



# 4
Molecular formula: CH6N2O2S
Method: DFT, ωB97M-V/def2-TZVPD

Properties
HOMO level = -9.87 eV
relative energy (zero: lowest compared OMol25 entry of this formula, charge and spin) = 65.7 kcal/mol

```
! wB97M-V def2-TZVPD RIJCOSX def2/J DEFGRID3
* xyz 0 1
N -0.671 -0.809 -1.551
S -0.752 -0.092 -0.228
O -1.101 1.750 -0.148
O -1.873 -0.678 0.784
C 0.880 -0.401 0.605
N 1.827 0.530 0.142
H -1.344 -0.542 -2.246
H -2.300 0.083 1.190
H 1.135 -1.424 0.339
H 0.698 -0.292 1.673
H 1.488 1.477 0.287
H 2.013 0.399 -0.848
*
```



# 5
Molecular formula: CH6N2O3P
Method: DFT, ωB97M-V/def2-TZVPD

Properties
HOMO level = -15.27 eV
relative energy (zero: lowest compared OMol25 entry of this formula, charge and spin) = 33.1 kcal/mol

```
! wB97M-V def2-TZVPD RIJCOSX def2/J DEFGRID3
* xyz 1 1
C 0.901 1.324 0.798
N -2.017 -0.130 0.139
N 1.174 -1.486 -0.538
O -1.378 -0.567 -0.761
O -3.322 -0.046 -0.031
O 2.085 0.459 0.651
P 2.556 -0.780 -0.098
H 0.626 1.566 1.860
H 0.119 0.843 0.228
H 1.277 2.275 0.440
H 1.379 -2.153 -1.270
H 0.283 -0.915 -0.614
H -3.682 -0.389 -0.803
*
```



# 6
Molecular formula: CH6N2OS
Method: DFT, ωB97M-V/def2-TZVPD

Properties
HOMO level = -9.22 eV
relative energy (zero: lowest compared OMol25 entry of this formula, charge and spin) = 111.4 kcal/mol

```
! wB97M-V def2-TZVPD RIJCOSX def2/J DEFGRID3
* xyz 0 1
C -0.763 -0.324 -0.102
N 1.984 -0.906 0.526
N -1.539 0.740 0.422
O 1.213 1.505 -0.064
S 1.086 0.063 -0.196
H -0.831 -1.367 0.444
H -0.787 -0.605 -1.652
H 2.627 -0.653 1.369
H -2.238 0.452 1.017
H -1.895 1.403 -0.220
H 1.142 -0.307 -1.544
*
```



# 7
Molecular formula: CH6N2P2
Method: DFT, ωB97M-V/def2-TZVPD

Properties
HOMO level (alpha / beta) = -7.40 / -7.40 eV
relative energy (zero: lowest compared OMol25 entry of this formula, charge and spin) = 61.5 kcal/mol

```
! wB97M-V def2-TZVPD RIJCOSX def2/J DEFGRID3
* xyz 0 1
C -1.219 -0.893 -1.573
N -0.138 -1.699 -1.042
N 0.536 1.718 2.502
P 0.887 -1.778 0.054
P 1.077 0.782 1.285
H -1.019 -0.224 -2.472
H -1.537 -0.199 -0.825
H -1.941 -1.734 -1.926
H -0.420 1.946 2.332
H 2.471 0.657 1.522
H 1.302 1.424 0.142
*
```



# 8
Molecular formula: CH6N2S
Method: DFT, ωB97M-V/def2-TZVPD

Properties
HOMO level = -9.71 eV
relative energy (zero: lowest compared OMol25 entry of this formula, charge and spin) = 4.8 kcal/mol

```
! wB97M-V def2-TZVPD RIJCOSX def2/J DEFGRID3
* xyz 0 1
H 2.703 1.836 -2.320
N 2.344 0.983 -2.739
C 1.651 0.356 -1.887
N 0.864 -0.731 -2.224
H 1.547 0.645 -0.839
H 0.924 -1.541 -1.626
H 1.000 -0.964 -3.204
S -2.120 -0.273 3.053
H -2.239 0.328 1.863
H -2.715 0.724 3.697
*
```



# 9
Molecular formula: CH6N2S
Method: DFT, ωB97M-V/def2-TZVPD

Properties
HOMO level = -9.03 eV
relative energy (zero: lowest compared OMol25 entry of this formula, charge and spin) = 36.0 kcal/mol

```
! wB97M-V def2-TZVPD RIJCOSX def2/J DEFGRID3
* xyz 0 1
N 1.399 -0.097 -0.912
N 0.621 0.652 0.091
C -0.411 0.030 0.818
S -2.246 -0.174 0.229
H 0.695 -0.654 -1.464
H 2.010 -0.678 -0.382
H 0.521 1.550 -0.320
H -0.096 -1.002 1.151
H -0.471 0.556 1.856
H -2.023 -0.184 -1.068
*
```



# 10
Molecular formula: CH6N3
Method: DFT, ωB97M-V/def2-TZVPD

Properties
HOMO level = -13.53 eV
relative energy (zero: lowest compared OMol25 entry of this formula, charge and spin) = 127.1 kcal/mol

```
! wB97M-V def2-TZVPD RIJCOSX def2/J DEFGRID3
* xyz 1 1
C 0.702 1.419 1.123
N 0.281 0.276 0.605
N 0.686 -0.586 -0.339
N -0.398 -1.191 -1.020
H 1.630 1.919 1.163
H -0.131 2.019 1.422
H -0.672 0.082 0.940
H -1.172 -1.561 -0.467
H 0.012 -1.896 -1.695
H -0.939 -0.482 -1.734
*
```



# 11
Molecular formula: CH6N3
Method: DFT, ωB97M-V/def2-TZVPD

Properties
HOMO level (alpha / beta) = -14.67 / -13.69 eV
relative energy (zero: lowest compared OMol25 entry of this formula, charge and spin) = 163.9 kcal/mol

```
! wB97M-V def2-TZVPD RIJCOSX def2/J DEFGRID3
* xyz 1 1
C 0.428 0.787 0.259
N -0.272 -0.155 -0.121
N 2.536 -0.185 -0.039
N -1.786 -0.155 -0.007
H 0.758 1.749 0.504
H 2.369 -1.118 0.325
H 2.371 -0.239 -1.041
H -2.104 -0.431 -0.979
H -2.278 0.688 0.404
H -2.020 -0.942 0.695
*
```



# 12
Molecular formula: CH6N3O2
Method: DFT, ωB97M-V/def2-TZVPD

Properties
HOMO level (alpha / beta) = -14.93 / -13.07 eV
relative energy (zero: lowest compared OMol25 entry of this formula, charge and spin) = 101.6 kcal/mol

```
! wB97M-V def2-TZVPD RIJCOSX def2/J DEFGRID3
* xyz 1 1
C 0.427 -0.192 0.210
N 0.742 -1.393 -0.095
N 1.061 0.896 0.236
N -2.454 -0.328 0.439
O 2.460 0.985 0.080
O -2.828 0.673 -0.271
H 1.485 -1.726 -0.648
H 0.289 -2.235 0.156
H 0.674 1.820 0.139
H -1.872 0.151 1.188
H 2.854 0.904 -0.788
H -3.452 0.407 -0.921
*
```



# 13
Molecular formula: CH6N3S
Method: DFT, ωB97M-V/def2-TZVPD

Properties
HOMO level = -3.10 eV
relative energy (zero: lowest compared OMol25 entry of this formula, charge and spin) = 11.3 kcal/mol

```
! wB97M-V def2-TZVPD RIJCOSX def2/J DEFGRID3
* xyz -1 1
S -0.742 -2.482 -1.372
H -0.254 -3.649 -1.825
N 0.229 0.344 -0.795
C -0.022 0.580 0.531
N 0.587 1.757 1.038
N -0.536 -0.234 1.371
H 0.044 -0.595 -1.249
H 1.013 0.874 -1.144
H 0.308 2.583 0.530
H 0.310 1.868 2.002
H -0.938 -1.047 0.913
*
```



# 14
Molecular formula: CH6N3S2
Method: DFT, ωB97M-V/def2-TZVPD

Properties
HOMO level (alpha / beta) = -10.03 / -13.88 eV
relative energy (zero: lowest compared OMol25 entry of this formula, charge and spin) = 19.6 kcal/mol

```
! wB97M-V def2-TZVPD RIJCOSX def2/J DEFGRID3
* xyz 1 3
C -0.403 0.141 0.034
N -1.645 0.594 0.108
N 0.162 -0.815 -0.624
N 0.712 0.961 1.191
S -0.395 -1.487 -2.090
S 2.299 0.438 1.037
H -2.244 0.345 -0.637
H -1.710 1.459 0.613
H 1.221 -1.029 -0.361
H 0.295 0.750 2.090
H -0.098 -2.782 -1.916
H 2.933 1.583 0.781
*
```



# 15
Molecular formula: CH6N4
Method: DFT, ωB97M-V/def2-TZVPD

Properties
HOMO level = -8.16 eV
relative energy (zero: lowest compared OMol25 entry of this formula, charge and spin) = 36.6 kcal/mol

```
! wB97M-V def2-TZVPD RIJCOSX def2/J DEFGRID3
* xyz 0 1
N 1.644 0.347 -1.552
N 0.881 0.262 -0.359
C -0.309 -0.192 -0.483
N -1.216 -0.230 0.548
N -0.682 0.146 1.801
H 1.063 0.717 -2.274
H 2.352 1.031 -1.402
H -0.735 -0.499 -1.426
H -1.683 -1.123 0.589
H -1.441 -0.024 2.479
H 0.127 -0.437 2.079
*
```



# 16
Molecular formula: CH6N4
Method: DFT, ωB97M-V/def2-TZVPD

Properties
HOMO level = -8.75 eV
relative energy (zero: lowest compared OMol25 entry of this formula, charge and spin) = 105.6 kcal/mol

```
! wB97M-V def2-TZVPD RIJCOSX def2/J DEFGRID3
* xyz 0 1
C 0.204 -1.533 1.426
N 0.197 1.387 -0.571
N -0.477 1.576 -1.789
N 0.097 0.082 -0.146
N 0.436 -0.153 1.047
H 1.101 0.586 -0.881
H -0.650 2.571 -1.886
H -1.397 1.144 -1.843
H 1.149 -2.085 1.393
H -0.534 -2.024 0.784
H -0.126 -1.551 2.466
*
```



# 17
Molecular formula: CH6N4O
Method: DFT, ωB97M-V/def2-TZVPD

Properties
HOMO level = -7.92 eV
relative energy (zero: lowest compared OMol25 entry of this formula, charge and spin) = 118.4 kcal/mol

```
! wB97M-V def2-TZVPD RIJCOSX def2/J DEFGRID3
* xyz 0 1
C -0.750 0.178 -0.408
N -0.733 1.400 -0.303
N -1.122 -0.703 -1.334
N 1.312 0.322 1.154
N 0.351 -0.581 0.989
O -0.448 -0.693 2.130
H -0.902 2.021 -1.150
H -0.117 -0.024 2.808
H -1.553 -0.296 -2.179
H -1.334 -1.617 -1.045
H 2.021 0.238 0.349
H 0.710 1.207 1.083
*
```



# 18
Molecular formula: CH6N4O2
Method: DFT, ωB97M-V/def2-TZVPD

Properties
HOMO level (alpha / beta) = -9.48 / -9.23 eV
relative energy (zero: lowest compared OMol25 entry of this formula, charge and spin) = 99.5 kcal/mol

```
! wB97M-V def2-TZVPD RIJCOSX def2/J DEFGRID3
* xyz 0 1
C -1.065 0.334 0.223
N 1.971 1.245 -0.197
N 2.199 -0.926 -0.097
N -1.283 -0.252 -1.001
N -1.267 -0.578 1.156
O -0.608 1.466 0.471
O 1.758 0.190 0.449
H 1.396 1.910 0.149
H 2.428 -0.678 -1.111
H -1.743 -1.079 -1.206
H -1.142 0.272 -1.874
H -0.928 -0.443 2.030
H -1.715 -1.460 1.006
*
```



# 19
Molecular formula: CH6N4S
Method: DFT, ωB97M-V/def2-TZVPD

Properties
HOMO level = -9.25 eV
relative energy (zero: lowest compared OMol25 entry of this formula, charge and spin) = 68.1 kcal/mol

```
! wB97M-V def2-TZVPD RIJCOSX def2/J DEFGRID3
* xyz 0 1
C 0.618 -0.468 -0.134
H 0.860 1.473 1.303
H -0.998 1.782 0.665
H 1.421 1.242 -1.077
H 1.472 -2.162 0.155
H -0.792 -1.645 1.209
H -2.158 -0.611 -1.633
N 0.140 1.813 0.304
N 0.445 0.830 -0.798
N 1.702 -1.195 -0.231
N -0.593 -0.815 0.459
S -2.119 -0.244 -0.220
*
```



# 20
Molecular formula: CH6N4S
Method: DFT, ωB97M-V/def2-TZVPD

Properties
HOMO level = -8.00 eV
relative energy (zero: lowest compared OMol25 entry of this formula, charge and spin) = 36.0 kcal/mol

```
! wB97M-V def2-TZVPD RIJCOSX def2/J DEFGRID3
* xyz 0 1
C -0.239 -0.222 -0.649
N -1.283 0.122 1.853
N 0.684 -1.165 -0.962
N 0.083 1.145 -0.587
N -0.432 -0.523 1.266
S 0.278 -1.866 1.746
H -1.135 -0.498 -1.114
H -1.557 -0.192 2.799
H 1.513 -1.208 -0.425
H 0.389 -2.035 -1.285
H -0.679 1.693 -0.241
H 0.891 1.310 0.149
*
```



The records above yield strongest force on any atom values of 5.7 5.0 3.6 6.8 3.8 4.1 2.6 0.7 2.8 3.8 3.8 3.0 1.8 6.8 1.6 4.7 4.7 4.6 5.1 3.0 eV Å⁻¹, respectively.
The records above yield E values of -2611.2695 -6157.1226 -6157.5172 -19041.0490 -19535.8676 -16992.6806 -22688.2966 -14949.3795 -14948.0275 -5593.4336 -5591.8368 -9685.5591 -16441.4506 -27262.0111 -7092.4699 -7089.4768 -9137.7979 -11184.6943 -17925.8500 -17927.2415 eV, respectively.